1.
DFT (wB97M-V/def2-TZVPD) results for a cluster of 3 separate species, C2H10NO3 in total in a non-equilibrium geometry.

Last column: Mulliken charge in e.
Positions of all 16 atoms, in Å:
1 C -0.663 0.873 1.142  -0.499
2 O -0.216 -0.421 0.959  -0.581
3 C 0.079 1.883 0.281  -0.443
4 N 1.543 1.862 0.560  -0.704
5 H -1.751 0.979 1.019  0.277
6 H -0.497 1.185 2.189  0.282
7 H 0.038 1.579 -0.767  0.280
8 H -0.288 2.902 0.350  0.352
9 H 1.783 0.874 0.500  0.300
10 H 1.677 2.118 1.532  0.224
11 H 0.535 -2.708 -2.097  0.335
12 H 0.655 -3.742 -1.048  0.331
13 O 1.007 -3.546 -1.933  -0.687
14 H -1.663 -1.594 -1.887  0.119
15 H -0.721 -0.801 0.148  0.434
16 O -1.519 -1.442 -0.950  -1.018

Values from the calculation:
Energy relative to the best compared isomer or geometry (same formula, charge and spin)   60.6 kJ/mol
Electronic energy   -362.68431 Eh
Spin multiplicity   1
LUMO energy   0.153 hartree
Frontier orbital gap   8.076 eV
Charge   -1



2.
DFT (wB97M-V/def2-TZVPD) results for a cluster of 3 separate species, C2H10NO3 in total in a non-equilibrium geometry.

Last column: Mulliken charge in e.
Positions of all 16 atoms, in Å:
1 C 0.822 0.058 0.985  -0.355
2 O 0.333 1.388 0.691  -0.606
3 C -0.502 -0.949 1.323  -0.614
4 N -1.129 -1.618 0.187  -0.644
5 H 1.157 -0.285 0.098  0.233
6 H 1.424 0.079 1.868  0.338
7 H -0.338 -1.774 2.331  0.202
8 H -1.290 -0.217 1.773  0.285
9 H -1.507 -0.770 -0.287  0.438
10 H -0.455 -2.234 -0.435  0.230
11 H -0.473 1.247 0.141  0.425
12 H -1.584 0.165 -1.703  0.149
13 O -1.423 0.869 -1.129  -1.075
14 H 1.843 0.804 -2.533  0.288
15 H 1.246 1.608 -1.265  0.409
16 O 1.876 1.629 -2.044  -0.703

Values from the calculation:
Energy relative to the best compared isomer or geometry (same formula, charge and spin)   216.6 kJ/mol
Electronic energy   -362.62488 Eh
Spin multiplicity   1
LUMO energy   0.151 hartree
Frontier orbital gap   7.944 eV
Charge   -1